<w>
The following is a quantum chemistry calculation of a 2-piece molecular cluster, C5H7I overall, from the Open Molecules 2025 dataset.

Results
SMILES string: C#CC.C=CI
HOMO-LUMO gap, Eh: 0.3558

Cartesian coordinates (Å):
C (0.70434, -0.72971, -1.02696)
C (-0.44531, -1.03883, -1.15991)
C (-1.85662, -1.33758, -1.24566)
H (1.73572, -0.54535, -0.98649)
H (-2.21158, -1.72248, -0.28992)
H (-2.03023, -2.08312, -2.02071)
H (-2.42509, -0.43950, -1.48970)
C (1.78624, 1.62876, 1.47809)
C (0.62121, 1.19053, 1.05428)
I (-0.64847, 0.04272, 2.28306)
H (2.15597, 1.40253, 2.46282)
H (2.41969, 2.23178, 0.84922)
H (0.19414, 1.40025, 0.09187)

***

<x>
The following is a quantum chemistry calculation of C5H7I in the gas phase, from the Open Molecules 2025 dataset.

Results
HOMO-LUMO gap (spin up / spin down), Eh: 0.2957 / 0.3169

Cartesian coordinates (Å):
C (-0.17725, -1.34823, 0.45414)
C (0.40213, -0.23374, 0.19372)
C (-0.44296, 0.70172, -0.66948)
C (-1.60467, -0.13303, -0.97482)
C (1.69773, 0.24056, 0.77339)
I (-3.45847, 0.18688, -0.01493)
H (-0.00453, -2.20864, 1.07403)
H (-0.64767, 1.46024, -0.01122)
H (-0.04889, 1.10359, -1.53021)
H (-1.57469, -0.74486, -1.83505)
H (2.39816, -0.06785, -0.01624)
H (1.88070, -0.25105, 1.67642)
H (1.58042, 1.29440, 0.88026)

***

Stability, highest: <w>

***

<w>
The following is a quantum chemistry calculation of a 2-piece molecular cluster, C2HNO2S overall, from the Open Molecules 2025 dataset.

Results
SMILES string: N#CC=O.O=S
HOMO-LUMO gap (spin up / spin down), Eh: 0.2839 / 0.2820

Cartesian coordinates (Å):
N (0.34860, -0.30969, 1.43427)
C (0.63225, -0.07774, 0.34474)
C (1.00956, 0.15665, -1.06582)
O (0.85631, 1.19478, -1.66621)
H (1.45765, -0.73233, -1.40097)
O (-1.95221, -0.81150, 1.24389)
S (-2.35216, 0.57983, 1.11011)

***

<x>
The following is a quantum chemistry calculation of a 2-piece molecular cluster, C2HNO2S overall, from the Open Molecules 2025 dataset.

Results
SMILES string: C#[N+][S-].O=C=O
HOMO-LUMO gap (spin up / spin down), Eh: 0.3220 / 0.3220

Cartesian coordinates (Å):
C (0.10396, 0.64672, 0.08007)
N (1.06489, 1.34557, -0.09761)
S (2.32352, 2.18275, -0.02474)
H (-0.50931, 0.03869, -0.50305)
O (2.83363, -1.49821, -1.10049)
C (2.98061, -1.38149, 0.01225)
O (3.08216, -1.43484, 1.13981)

***

Stability, highest: <x>

***

<w>
The following is a quantum chemistry calculation of C2HNO2S in the gas phase, from the Open Molecules 2025 dataset.

Results
SMILES string: N#CSOC=O
HOMO-LUMO gap, Eh: 0.3502

Cartesian coordinates (Å):
N (2.52749, -0.23759, 0.82641)
C (1.83827, 0.38933, 0.16857)
S (0.69559, 1.23144, -0.82613)
O (-0.52075, -0.09955, -1.03207)
C (-1.41805, -0.32326, 0.01511)
O (-2.25633, -1.09748, -0.00266)
H (-0.86624, 0.13711, 0.85075)

***

<x>
The following is a quantum chemistry calculation of a 2-piece molecular cluster, C2HNO2S overall, from the Open Molecules 2025 dataset.

Results
HOMO-LUMO gap, Eh: 0.3995

Cartesian coordinates (Å):
C (0.01279, 0.31433, 0.46769)
C (3.01823, -0.77550, 0.32878)
N (0.21645, 1.41898, 0.21135)
O (2.71238, -1.05020, 1.41198)
O (0.72805, 2.62451, 0.00230)
S (3.30098, -0.30877, -1.11702)
H (0.31680, 2.98716, -0.73258)

***

Stability, highest: <w>

***

<w>
The following is a quantum chemistry calculation of C22H19N3O6 in the gas phase, from the Open Molecules 2025 dataset.

Results
SMILES string: CN1CC(=O)N2[C@H](CC(=O)c3ccccc3NC(=O)[C@H]2c2ccc3c(c2)OCO3)C1=O
HOMO-LUMO gap, Eh: 0.2982

Cartesian coordinates (Å):
C (0.78232, 0.40535, 4.68480)
N (0.19773, -0.07527, 3.52916)
C (-1.21547, 0.28094, 3.14661)
C (-1.51990, 0.39356, 1.62529)
O (-2.48250, 1.14948, 1.36149)
N (-0.69694, -0.20241, 0.71079)
C (0.27508, -1.16778, 1.22581)
C (-0.16214, -2.68182, 1.38836)
C (-0.92378, -3.22334, 0.15774)
O (-1.94039, -3.72021, 0.52441)
C (-0.35687, -3.27788, -1.24785)
C (0.81161, -4.11996, -1.54514)
C (1.23882, -4.27361, -2.86434)
C (0.62666, -3.53516, -3.88470)
C (-0.38405, -2.51935, -3.66505)
C (-0.86336, -2.46446, -2.35501)
N (-1.94332, -1.65806, -2.09950)
C (-1.86698, -0.30644, -1.62080)
O (-2.89546, 0.47059, -1.64105)
C (-0.65945, 0.16622, -0.72096)
C (-0.05342, 1.56348, -0.74556)
C (1.41054, 1.68748, -0.69484)
C (2.09067, 2.90048, -0.82026)
C (1.29286, 4.07099, -0.98052)
C (-0.07747, 3.99561, -1.02316)
C (-0.72576, 2.75469, -0.79767)
O (-0.60257, 5.23639, -1.10472)
C (0.46462, 6.21691, -0.78936)
O (1.67601, 5.41325, -0.94889)
C (0.99986, -0.70019, 2.51789)
O (2.17533, -1.01401, 2.67899)
H (0.08523, 0.54721, 5.55713)
H (1.11888, 1.38900, 4.50910)
H (1.65400, -0.13609, 5.06028)
H (-1.46437, 1.25022, 3.54102)
H (-1.91462, -0.52653, 3.51085)
H (1.16146, -1.21987, 0.57030)
H (-0.74482, -2.81057, 2.31605)
H (0.76459, -3.15713, 1.33127)
H (1.18633, -4.72620, -0.76116)
H (1.98489, -5.03186, -3.12562)
H (0.94766, -3.66908, -4.93593)
H (-0.95173, -1.90050, -4.39735)
H (-2.78881, -1.78229, -2.64617)
H (0.24156, -0.44664, -1.02228)
H (1.90792, 0.83293, -0.51147)
H (3.14773, 3.28013, -0.84972)
H (-1.79901, 2.68882, -0.77915)
H (0.36143, 6.61456, 0.17536)
H (0.42939, 7.03842, -1.54448)

***

<x>
The following is a quantum chemistry calculation of C22H19N3O6 in the gas phase, from the Open Molecules 2025 dataset.

Results
SMILES string: O=C(N/N=C/c1cc([N+](=O)[O-])ccc1O)c1ccc(COc2ccc3c(c2)CCC3)o1
HOMO-LUMO gap, Eh: 0.3013

Cartesian coordinates (Å):
O (1.62501, -2.78502, -0.85272)
C (1.27372, -1.93744, -0.06448)
N (2.13504, -0.98148, 0.43544)
N (3.41378, -0.98199, 0.04993)
C (4.24761, -0.12791, 0.49775)
C (5.62790, -0.14414, 0.07079)
C (6.50774, 0.80292, 0.58236)
C (7.83752, 0.81333, 0.19356)
N (8.72334, 1.79944, 0.73569)
O (8.26307, 2.59952, 1.52679)
O (9.88238, 1.78036, 0.37439)
C (8.31856, -0.12710, -0.71950)
C (7.46146, -1.06816, -1.23297)
C (6.11009, -1.10308, -0.85721)
O (5.34620, -2.04060, -1.39513)
C (-0.08571, -1.81375, 0.45850)
C (-1.18823, -2.59460, 0.22050)
C (-2.23851, -2.04324, 0.98127)
C (-1.71265, -0.96087, 1.63079)
C (-2.33334, 0.01611, 2.58234)
O (-3.72857, -0.08366, 2.63403)
C (-4.46344, 0.28373, 1.53117)
C (-5.84213, 0.13154, 1.66362)
C (-6.69594, 0.46522, 0.62725)
C (-6.16326, 0.94988, -0.55139)
C (-4.78809, 1.10301, -0.68286)
C (-3.92600, 0.77810, 0.34652)
C (-4.44637, 1.65343, -2.03582)
C (-5.73256, 1.42075, -2.84479)
C (-6.86421, 1.38405, -1.80483)
O (-0.41037, -0.81059, 1.32313)
H (1.79716, -0.28960, 1.10501)
H (3.95746, 0.64476, 1.21708)
H (6.16518, 1.54328, 1.29045)
H (9.35847, -0.09657, -1.00517)
H (7.80289, -1.80739, -1.93946)
H (4.42119, -1.97442, -1.06167)
H (-1.22200, -3.45107, -0.41992)
H (-3.24917, -2.38999, 1.04049)
H (-1.99724, -0.20112, 3.60389)
H (-2.00791, 1.03703, 2.32949)
H (-6.22248, -0.25497, 2.59559)
H (-7.76212, 0.34092, 0.74343)
H (-2.86280, 0.90219, 0.21017)
H (-3.57866, 1.16697, -2.48163)
H (-4.22637, 2.72164, -1.95196)
H (-5.88970, 2.18739, -3.60162)
H (-5.67224, 0.45436, -3.34747)
H (-7.67127, 0.70968, -2.09052)
H (-7.29442, 2.37920, -1.66032)

***

Stability, highest: <x>

***

<w>
The following is a quantum chemistry calculation of an isolated ion of composition C3H6N3S and charge +1, from the Open Molecules 2025 dataset.

Results
SMILES string: [NH2+]=C1CNC(=S)N1
HOMO-LUMO gap, Eh: 0.3000
Total charge: +1

Cartesian coordinates (Å):
N (0.02561, -1.08794, 1.28785)
C (-0.19570, -0.04715, 0.44601)
C (0.35500, 0.20051, -0.93734)
N (-0.43897, 1.35654, -1.35948)
C (-0.99733, 1.98507, -0.24238)
S (-1.90526, 3.30330, 0.06840)
N (-0.91768, 1.02980, 0.77381)
H (0.84870, -1.77152, 1.01264)
H (-0.35241, -1.05490, 2.26540)
H (1.42810, 0.48068, -0.94183)
H (0.32786, -0.53621, -1.81390)
H (-0.38529, 1.91872, -2.17342)
H (-1.51586, 0.91851, 1.61024)

***

<x>
The following is a quantum chemistry calculation of a 2-piece molecular cluster, C3H6N3S overall, from the Open Molecules 2025 dataset.

Results
HOMO-LUMO gap, Eh: 0.3065
Total charge: +1

Cartesian coordinates (Å):
C (1.04916, 1.43796, -0.02179)
C (-0.22383, 2.04003, 0.18807)
C (-1.13933, -1.57945, -0.06021)
N (1.21438, -1.50738, -0.26674)
N (2.35838, -1.52367, -0.30816)
N (0.12006, -1.09257, -0.19261)
S (2.48397, 1.01373, -0.32141)
H (-0.14717, 2.30173, 1.20387)
H (-0.28822, 2.90841, -0.37999)
H (-0.93837, 1.20502, 0.19883)
H (-1.14557, -2.42163, 0.62382)
H (-1.77133, -0.75834, 0.30204)
H (-1.57214, -2.02383, -0.96570)

***

Stability, highest: <w>

***

<w>
The following is a quantum chemistry calculation of C7H8O2S as an isolated structure, from the Open Molecules 2025 dataset.

Results
HOMO-LUMO gap (spin up / spin down), Eh: 0.2236 / 0.2699

Cartesian coordinates (Å):
C (-1.45257, -0.45716, -1.06666)
C (-1.81688, 0.83318, -0.83447)
C (-0.34037, -0.99415, -0.44398)
C (0.61388, 0.21557, 0.79472)
C (-1.16706, 1.74719, 0.15160)
C (0.35316, 1.57796, 0.27280)
C (1.50657, -2.24443, 0.06904)
O (2.30671, -0.97571, 2.33810)
O (0.17799, -2.18711, -0.38454)
S (2.15284, -0.62648, 0.92196)
H (-1.99621, -1.05522, -1.78876)
H (-2.68751, 1.22079, -1.34217)
H (-1.40448, 2.78089, -0.10722)
H (-1.60206, 1.54120, 1.13872)
H (0.73784, 2.32366, 0.97291)
H (0.83687, 1.75788, -0.69926)
H (1.61127, -3.05311, 0.79296)
H (2.17000, -2.40495, -0.78575)

***

<x>
The following is a quantum chemistry calculation of C7H8O2S in the gas phase, from the Open Molecules 2025 dataset.

Results
SMILES string: CS(=O)(=O)c1ccccc1
HOMO-LUMO gap, Eh: 0.3901

Cartesian coordinates (Å):
C (1.95930, -0.00077, 1.54632)
S (1.46907, 0.00224, -0.17079)
O (1.88063, 1.26394, -0.74810)
O (1.88110, -1.26909, -0.75082)
C (-0.31496, -0.00432, -0.09212)
C (-0.98780, 1.20854, -0.05476)
C (-2.37279, 1.20477, 0.03846)
C (-3.07515, 0.00540, 0.08586)
C (-2.37772, -1.20268, 0.04411)
C (-0.99027, -1.21458, -0.05276)
H (1.57907, 0.88270, 2.01418)
H (3.06478, -0.00248, 1.57778)
H (1.55838, -0.90999, 2.02390)
H (-0.40189, 2.17908, -0.10751)
H (-2.90022, 2.14439, 0.06966)
H (-4.16142, 0.01768, 0.12774)
H (-2.93274, -2.15331, 0.06967)
H (-0.44854, -2.13083, -0.14212)

***

Stability, highest: <x>